ORCA calculation (the ωB97M-V functional and the def2-TZVPD basis) on a molecular structure, C36H27Cl4CuF5N4O2SSeTe.

Calculated values
F_max in Eh/bohr: 0.01365
Spin multiplicity: 2
ΔE to the lowest compared entry with this formula, charge and spin in kcal/mol: 0.0
Electronic energy in eV: -239618.4129
Total charge: -2
<S²>: 1.045
LUMO (spin up / spin down) in eV: 3.6256 / 2.9002

Last column: Löwdin spin population.
Geometry (Å):
Cu: 0.559 -0.592 0.269  -0.3027
C: -0.458 4.135 -0.395  0.0025
C: -1.401 4.379 -1.544  0.0001
C: -2.173 5.542 -1.580  0.0001
C: -3.005 5.845 -2.647  0.0000
C: -3.077 4.977 -3.729  0.0000
C: -2.340 3.805 -3.710  0.0000
C: -1.520 3.494 -2.626  -0.0001
N: -0.786 2.287 -2.668  -0.0005
C: -0.744 1.320 -1.685  -0.0008
N: -1.784 1.388 -0.805  0.0011
C: -1.946 0.848 0.498  -0.0023
C: -1.111 -0.111 1.073  -0.0278
C: -1.379 -0.505 2.385  -0.0056
C: -2.444 0.018 3.104  -0.0032
C: -3.275 0.948 2.503  0.0044
C: -3.040 1.376 1.206  -0.0013
C: -3.942 2.416 0.586  -0.0004
N: 0.132 0.383 -1.669  -0.0153
C: 1.233 0.443 -2.563  -0.0003
C: 2.173 1.465 -2.466  -0.0009
C: 3.290 1.473 -3.289  0.0001
C: 3.477 0.453 -4.209  -0.0011
C: 2.540 -0.571 -4.299  0.0002
C: 1.413 -0.594 -3.485  -0.0008
C: 0.416 -1.716 -3.534  0.0001
H: -0.073 5.071 0.007  0.0010
H: 0.405 3.537 -0.687  0.0011
H: -0.933 3.603 0.434  0.0004
H: -2.083 6.237 -0.752  0.0000
H: -3.584 6.760 -2.640  0.0000
H: -3.712 5.204 -4.576  0.0000
H: -2.394 3.107 -4.538  0.0000
H: -0.183 2.115 -3.457  0.0000
H: -2.434 2.122 -1.023  0.0000
H: -0.737 -1.233 2.862  -0.0011
H: -2.617 -0.298 4.125  -0.0005
H: -4.115 1.366 3.050  0.0003
H: -4.721 2.699 1.293  0.0000
H: -4.436 2.049 -0.321  -0.0001
H: -3.399 3.330 0.319  -0.0001
H: 2.049 2.227 -1.705  0.0002
H: 4.027 2.258 -3.179  0.0000
H: 4.363 0.435 -4.831  -0.0001
H: 2.699 -1.388 -4.995  0.0000
H: 0.720 -2.485 -4.246  0.0000
H: -0.581 -1.359 -3.808  0.0000
H: 0.324 -2.170 -2.543  0.0004
Te: -0.122 -3.109 0.614  0.3030
C: -2.000 -3.426 -0.311  0.0181
C: -3.234 -3.418 0.291  0.0211
C: -4.295 -3.813 -0.569  0.0008
C: -3.854 -4.127 -1.822  0.0213
S: -2.162 -3.931 -1.947  0.0055
H: -3.362 -3.129 1.327  0.0006
H: -5.334 -3.862 -0.270  -0.0004
H: -4.435 -4.451 -2.673  0.0013
Cl: 5.765 -1.954 -1.667  -0.0006
C: 4.180 -2.345 -0.923  -0.0007
C: 3.376 -1.113 -0.498  -0.0006
O: 3.911 -0.054 -0.248  0.0010
O: 2.122 -1.428 -0.433  -0.0055
H: 4.369 -2.944 -0.034  0.0001
H: 3.607 -2.927 -1.637  0.0000
F: 1.516 -5.510 8.061  0.0001
C: 1.797 -5.089 6.812  0.0002
C: 0.867 -5.209 5.802  0.0000
F: -0.330 -5.767 6.074  -0.0001
C: 1.162 -4.768 4.525  0.0004
F: 0.197 -4.939 3.606  0.0035
C: 2.381 -4.184 4.174  0.0018
Se: 2.798 -3.580 2.432  0.0223
C: 3.294 -4.095 5.230  0.0006
F: 4.513 -3.574 5.031  0.0005
C: 3.020 -4.526 6.514  0.0000
F: 3.942 -4.410 7.491  0.0000
Cl: 2.309 4.964 1.554  0.1940
C: 3.207 2.489 2.161  0.4386
Cl: 3.015 2.508 3.875  0.0732
Cl: 4.799 2.613 1.570  0.0831
C: 2.242 1.743 1.461  0.0633
N: 1.338 1.272 0.916  0.1068

---

ORCA calculation (the ωB97M-V functional and the def2-TZVPD basis) on a molecular structure, C36H27ClN4O4PtS.

Calculated values
F_max in Eh/bohr: 0.01503
ΔE to the lowest compared entry with this formula, charge and spin in kcal/mol: 0.0
Electronic energy in eV: -78514.7274
Total charge: +2
LUMO in eV: -6.5042

Last column: Löwdin charge in e.
Geometry (Å):
Pt: -1.709 -0.637 -0.059  1.2319
Cl: -1.627 2.904 6.253  0.7220
C: -1.329 1.958 4.841  -0.6580
C: -0.277 1.037 4.832  -0.0569
C: -0.030 0.277 3.715  -0.0012
C: -0.812 0.390 2.557  -0.2906
O: -0.480 -0.385 1.520  -0.2810
C: -1.882 1.313 2.571  -0.1213
C: -2.797 1.554 1.492  -0.0278
N: -2.804 0.969 0.341  -0.0776
C: -3.778 1.255 -0.659  -0.1851
C: -4.609 2.342 -0.695  0.0229
C: -5.542 2.483 -1.746  -0.0275
C: -5.617 1.558 -2.748  0.0076
C: -4.751 0.438 -2.747  -0.1287
C: -4.740 -0.544 -3.765  0.0394
C: -3.853 -1.580 -3.695  -0.0078
C: -2.970 -1.653 -2.606  -0.0768
N: -2.963 -0.762 -1.636  -0.0656
C: -3.839 0.294 -1.693  -0.1540
C: -2.119 2.087 3.730  -0.0422
H: 0.333 0.921 5.718  0.1212
H: 0.768 -0.451 3.719  0.1132
H: -3.562 2.300 1.685  0.1348
H: -4.564 3.111 0.063  0.1199
H: -6.195 3.344 -1.750  0.1236
H: -6.325 1.674 -3.557  0.1305
H: -5.434 -0.460 -4.591  0.1369
H: -3.815 -2.347 -4.454  0.1231
H: -2.273 -2.474 -2.517  0.1108
H: -2.937 2.795 3.734  0.1224
O: 1.533 -0.148 0.074  0.1277
C: 2.459 0.737 0.195  -0.1488
C: 0.135 2.554 -1.691  -0.4114
O: 0.764 3.452 -1.318  0.2289
O: -0.500 1.645 -2.039  0.1712
C: 3.109 1.167 -1.010  -0.1451
C: 2.608 0.766 -2.262  -0.0117
C: 3.233 1.180 -3.416  -0.0311
C: 4.362 1.996 -3.337  -0.0130
C: 4.874 2.388 -2.108  -0.0233
C: 4.259 1.969 -0.943  0.0226
C: 2.801 1.224 1.524  -0.1616
C: 3.023 0.281 2.531  -0.0208
C: 3.409 0.704 3.791  -0.0520
C: 3.532 2.061 4.056  -0.0307
C: 3.277 3.003 3.066  -0.0310
C: 2.932 2.590 1.792  -0.0110
H: 0.927 -0.276 0.874  0.0767
H: 1.718 0.153 -2.311  0.1011
H: 2.851 0.877 -4.381  0.1206
H: 4.849 2.321 -4.246  0.1250
H: 5.758 3.008 -2.060  0.1239
H: 4.688 2.234 0.013  0.1256
H: 2.956 -0.779 2.316  0.1351
H: 3.613 -0.023 4.565  0.1232
H: 3.837 2.390 5.041  0.1225
H: 3.355 4.059 3.286  0.1218
H: 2.708 3.320 1.023  0.1267
N: 2.280 -6.291 -1.639  0.0960
C: 1.332 -6.196 -0.690  -0.8161
S: 0.913 -7.426 0.299  0.7694
C: 0.641 -4.846 -0.609  -0.1794
C: 0.860 -3.808 -1.516  0.0167
C: 0.185 -2.614 -1.365  -0.1230
N: -0.691 -2.406 -0.376  -0.1315
C: -0.915 -3.399 0.502  -0.0805
C: -0.274 -4.614 0.415  -0.0106
H: 2.768 -7.169 -1.724  0.1116
H: 2.618 -5.517 -2.178  0.0916
H: 1.525 -3.896 -2.363  0.1151
H: 0.329 -1.794 -2.055  0.1121
H: -1.629 -3.195 1.286  0.1223
H: -0.480 -5.394 1.133  0.0872

---

ORCA calculation (the ωB97M-V functional and the def2-TZVPD basis) on a molecular structure, C36H27CoF5N3O2PS2.

Calculated values
F_max in Eh/bohr: 0.00972
Spin multiplicity: 5
ΔE to the lowest compared entry with this formula, charge and spin in kcal/mol: 12.2
Electronic energy in eV: -128503.1401
Total charge: +1
<S²>: 6.028
LUMO (spin up / spin down) in eV: -2.3385 / -4.7174

Last column: Löwdin spin population.
Geometry (Å):
Co: 0.122 -0.458 -0.167  2.7219
N: 1.324 -2.094 0.622  0.0396
C: 2.637 -1.819 1.190  0.0006
C: 3.466 -2.870 1.563  0.0010
C: 4.717 -2.603 2.090  -0.0001
C: 5.148 -1.287 2.238  0.0004
C: 4.320 -0.247 1.861  0.0004
C: 3.047 -0.504 1.348  0.0007
P: 1.984 0.812 0.690  0.0320
C: 1.703 1.992 2.028  0.0083
C: 1.041 3.180 1.711  0.0040
C: 0.752 4.101 2.702  -0.0005
C: 1.099 3.832 4.021  0.0037
C: 1.736 2.644 4.344  -0.0001
C: 2.040 1.721 3.351  0.0040
C: 3.170 1.608 -0.440  0.0037
C: 3.664 2.891 -0.249  0.0027
C: 4.658 3.383 -1.090  -0.0002
C: 5.160 2.597 -2.113  0.0022
C: 4.660 1.314 -2.314  -0.0003
C: 3.669 0.824 -1.483  0.0016
H: 0.700 -2.387 1.373  0.0113
H: 1.385 -2.894 -0.005  0.0027
H: 3.133 -3.893 1.439  0.0002
H: 5.360 -3.422 2.382  0.0000
H: 6.135 -1.080 2.630  0.0000
H: 4.662 0.778 1.947  0.0001
H: 0.748 3.383 0.686  0.0003
H: 0.243 5.022 2.451  -0.0001
H: 0.859 4.545 4.798  0.0002
H: 2.004 2.433 5.371  -0.0001
H: 2.538 0.797 3.612  0.0002
H: 3.286 3.510 0.554  0.0002
H: 5.041 4.383 -0.936  0.0000
H: 5.945 2.977 -2.753  0.0001
H: 5.045 0.700 -3.118  -0.0001
H: 3.280 -0.177 -1.642  -0.0002
F: -4.172 2.610 5.093  0.0260
C: -3.573 1.637 4.428  0.0763
C: -2.796 1.942 3.317  -0.0087
F: -2.676 3.206 2.924  -0.0081
C: -2.178 0.922 2.633  0.0565
F: -1.465 1.240 1.545  0.0209
C: -2.305 -0.416 3.015  0.0497
S: -1.600 -1.684 2.110  0.6449
C: -3.112 -0.688 4.129  0.0640
F: -3.292 -1.936 4.533  0.0179
C: -3.730 0.322 4.837  -0.0109
F: -4.479 0.047 5.898  -0.0090
C: -4.420 -5.284 -4.654  0.0001
C: -4.112 -4.126 -3.743  0.0008
C: -4.577 -2.849 -4.025  -0.0001
C: -4.335 -1.789 -3.161  0.0010
C: -3.608 -2.015 -2.005  0.0022
C: -3.133 -3.288 -1.696  0.0008
C: -3.388 -4.330 -2.565  0.0000
S: -3.270 -0.689 -0.904  0.0146
O: -4.082 0.431 -1.281  0.0105
O: -3.417 -1.189 0.449  0.0859
N: -1.692 -0.395 -1.104  0.0431
C: -1.247 0.359 -2.186  0.0113
C: -1.976 0.961 -3.215  0.0007
C: -1.293 1.730 -4.131  0.0036
C: 0.086 1.902 -4.022  0.0026
C: 0.733 1.267 -2.993  0.0081
N: 0.089 0.494 -2.104  0.0531
H: -4.816 -4.946 -5.609  0.0000
H: -5.165 -5.936 -4.194  0.0001
H: -3.531 -5.887 -4.839  0.0000
H: -5.148 -2.678 -4.930  0.0000
H: -4.730 -0.804 -3.367  0.0001
H: -2.590 -3.453 -0.774  0.0004
H: -3.034 -5.326 -2.326  0.0000
H: -3.048 0.862 -3.258  0.0004
H: -1.839 2.214 -4.930  0.0001
H: 0.640 2.509 -4.722  0.0003
H: 1.801 1.357 -2.867  0.0003